Model w:
156
Properties=species:S:1:pos:R:3 method="wB97M-V/def2-TZVPD" e_homo_ev=-10.7 molar_mass_g_mol=898.39 multiplicity=1 orbital_gap_ev=10.72
C -2.0278 -1.2382 6.3622
C -0.8365 -0.3145 6.1383
C -1.0526 0.6545 4.9962
C -2.1508 1.5951 5.2271
N -3.0107 2.3291 5.4123
H -1.8512 -1.9293 7.1885
H -2.1946 -1.8580 5.4752
H -2.9321 -0.6661 6.5660
H 0.0657 -0.8973 5.9219
H -0.5859 0.2077 7.0669
H -1.2742 0.1114 4.0765
H -0.1776 1.2808 4.8133
C 5.1472 -1.2604 3.9873
C 3.8502 -0.8178 3.3495
C 3.6589 -1.4073 1.9568
C 3.6346 -2.8666 1.9830
N 3.6014 -4.0095 2.0390
H 5.9826 -0.9239 3.3577
H 5.2341 -2.3373 4.1238
H 5.3398 -0.7711 4.9446
H 3.8346 0.2719 3.2785
H 2.9961 -1.0691 3.9873
H 4.5030 -1.1456 1.3231
H 2.7322 -1.0795 1.4903
C 0.7057 1.4936 -0.9126
C 0.3014 0.1899 -0.2779
C -0.8604 0.3002 0.7060
C -0.6764 1.4029 1.6415
N -0.5778 2.2796 2.3966
H 1.4677 1.3360 -1.6835
H 1.1372 2.1998 -0.1948
H -0.1124 2.0367 -1.3984
H 1.1709 -0.2716 0.1920
H -0.0314 -0.5203 -1.0405
H -1.0123 -0.6314 1.2429
H -1.7899 0.5375 0.1807
C -2.4127 -4.0028 -3.9908
C -3.3105 -4.7384 -3.0036
C -4.0903 -3.7584 -2.1208
C -3.2441 -2.7958 -1.4288
N -2.6111 -1.9796 -0.9154
H -1.7506 -4.6647 -4.5577
H -1.7650 -3.2492 -3.5369
H -3.0162 -3.5010 -4.7570
H -2.6890 -5.3866 -2.3784
H -3.9641 -5.3951 -3.5737
H -4.6683 -4.2945 -1.3633
H -4.8043 -3.2052 -2.7354
C 0.5809 -1.6724 -4.2265
C 1.1654 -3.0582 -4.3893
C 2.2322 -3.1180 -5.4964
C 3.3350 -2.1722 -5.4226
N 4.1625 -1.3888 -5.3611
H -0.2276 -1.6961 -3.4867
H 0.2159 -1.2234 -5.1510
H 1.3136 -0.9842 -3.7922
H 0.4132 -3.7626 -4.7467
H 1.5996 -3.3603 -3.4414
H 1.7670 -2.9651 -6.4737
H 2.6321 -4.1356 -5.5329
C -5.3055 -3.8759 2.5166
C -3.8236 -3.9961 2.1688
C -2.9466 -3.0488 2.9768
C -3.2156 -1.6275 2.8246
N -3.4178 -0.5069 2.6710
H -5.5860 -2.8272 2.6302
H -5.4992 -4.3191 3.4997
H -5.9283 -4.3640 1.7737
H -3.7242 -3.7497 1.1110
H -3.4485 -4.9993 2.3640
H -1.9141 -3.1635 2.6191
H -2.9440 -3.3144 4.0357
C -0.3582 -5.0853 5.6365
C 0.8520 -4.2106 5.9149
C 1.6932 -3.9542 4.6939
C 1.0480 -3.0793 3.7287
N 0.5355 -2.3749 2.9855
H -0.9813 -5.1939 6.5216
H -0.0478 -6.0661 5.2751
H -0.9913 -4.6209 4.8720
H 1.4701 -4.6589 6.6956
H 0.5207 -3.2620 6.3532
H 1.9814 -4.8886 4.2050
H 2.6484 -3.4970 4.9711
C -6.2747 3.4356 2.2652
C -4.9221 4.0731 2.5405
C -3.7533 3.1329 2.2788
C -3.5471 2.8555 0.8566
N -3.3631 2.6117 -0.2442
H -6.4441 2.6161 2.9643
H -6.3213 3.0332 1.2485
H -7.0776 4.1667 2.3468
H -4.9040 4.3422 3.6013
H -4.8193 5.0164 1.9988
H -3.9145 2.1887 2.7986
H -2.8296 3.5855 2.6416
C 2.2433 1.7860 -5.6469
C 2.4904 2.5223 -6.9453
C 3.7729 2.0906 -7.6382
C 4.9598 2.4460 -6.8355
N 5.8809 2.7097 -6.2226
H 1.1872 1.7788 -5.3815
H 2.8422 2.1931 -4.8303
H 2.5505 0.7376 -5.7411
H 2.5168 3.6001 -6.7794
H 1.6614 2.3229 -7.6297
H 3.9183 2.6499 -8.5677
H 3.8133 1.0205 -7.8345
C 0.6980 -5.7863 -1.7334
C -0.2411 -4.9286 -0.9262
C 0.4574 -3.9280 -0.0004
C 1.5363 -3.1824 -0.6220
N 2.3768 -2.5629 -1.0669
H 1.1014 -5.2500 -2.5870
H 0.1298 -6.6268 -2.1532
H 1.4889 -6.2524 -1.1452
H -0.9833 -5.4818 -0.3492
H -0.8356 -4.3554 -1.6461
H 0.8867 -4.4386 0.8677
H -0.2847 -3.2286 0.3947
C 5.2711 2.3455 -1.1448
C 4.4986 1.3117 -1.9679
C 5.1612 1.0712 -3.3206
C 6.4236 0.3512 -3.2378
N 7.4074 -0.2240 -3.1666
H 6.3395 2.1117 -1.1406
H 4.9332 2.3850 -0.1101
H 5.1551 3.3449 -1.5675
H 3.4933 1.6899 -2.1726
H 4.4007 0.3681 -1.4347
H 5.3194 2.0157 -3.8507
H 4.4929 0.5297 -3.9929
C -0.3411 6.7400 -5.2323
C 0.1554 5.7784 -6.2980
C -0.5773 4.4437 -6.2567
C -2.0255 4.5398 -6.2483
N -3.1700 4.6178 -6.2413
H 0.2584 7.6464 -5.1865
H -0.2785 6.2654 -4.2459
H -1.3905 7.0074 -5.3660
H 1.2186 5.6179 -6.1077
H 0.0688 6.2271 -7.2906
H -0.3229 3.9271 -5.3196
H -0.2703 3.7481 -7.0389
C -0.5567 5.6015 4.2692
C -1.8945 6.0902 4.7825
C -1.8221 7.5002 5.4074
C -1.2620 8.4886 4.4699
N -0.8302 9.2639 3.7453
H 0.1467 5.4278 5.0918
H -0.1062 6.3075 3.5726
H -0.6469 4.6293 3.7826
H -2.3162 5.4429 5.5527
H -2.6190 6.1361 3.9644
H -1.1770 7.4899 6.2867
H -2.8235 7.8494 5.6573

Model x:
156
Properties=species:S:1:pos:R:3 method="wB97M-V/def2-TZVPD" e_homo_ev=-11.2 molar_mass_g_mol=898.39 multiplicity=1 orbital_gap_ev=11.48
C -3.7691 -26.7978 -4.9113
C -4.2622 -25.4101 -4.5090
C -5.7376 -25.3665 -4.1050
C -6.0709 -26.0942 -2.8869
N -6.3297 -26.6498 -1.9170
H -4.3480 -27.3277 -5.6641
H -3.6236 -27.4374 -4.0324
H -2.7378 -26.7447 -5.2792
H -4.1297 -24.7756 -5.3863
H -3.6256 -25.0322 -3.7083
H -6.3396 -25.7319 -4.9367
H -5.9883 -24.3190 -3.9121
C -9.5389 -21.8275 4.3526
C -9.3114 -20.9112 5.5638
C -7.9235 -20.9828 6.1873
C -6.8125 -21.0535 5.2443
N -5.9446 -21.1093 4.5002
H -10.3381 -21.4603 3.7124
H -9.7968 -22.8480 4.6390
H -8.6248 -21.8582 3.7561
H -10.1018 -21.0316 6.3059
H -9.5244 -19.8932 5.2175
H -7.8799 -21.8517 6.8483
H -7.7354 -20.1081 6.8139
C -10.3059 -18.0515 2.5434
C -10.4975 -16.5405 2.3862
C -11.9506 -16.1616 2.6493
C -12.4166 -16.4405 3.9996
N -12.7545 -16.6281 5.0747
H -10.5598 -18.3253 3.5668
H -9.2738 -18.3699 2.3698
H -10.8880 -18.6427 1.8338
H -10.2390 -16.2663 1.3648
H -9.8537 -16.0175 3.0931
H -12.6262 -16.7105 1.9829
H -12.1254 -15.1010 2.4503
C -10.5253 -21.4243 -6.1553
C -9.0263 -21.1757 -6.1151
C -8.3061 -22.1307 -5.1616
C -8.6008 -23.5461 -5.4477
N -8.8259 -24.6542 -5.6625
H -10.7664 -22.4440 -6.4621
H -11.0027 -20.8025 -6.9167
H -11.0591 -21.2510 -5.2216
H -8.7436 -20.1686 -5.7992
H -8.6492 -21.2848 -7.1338
H -8.6398 -21.9421 -4.1386
H -7.2190 -22.0576 -5.1847
C -2.4226 -28.6767 -1.8014
C -2.8382 -27.2206 -1.7862
C -2.4436 -26.4547 -0.5253
C -3.2084 -25.2251 -0.3043
N -3.8043 -24.2657 -0.1047
H -2.6935 -29.1544 -2.7436
H -3.0011 -29.2385 -1.0611
H -1.3617 -28.8283 -1.6032
H -3.9249 -27.1551 -1.8785
H -2.4264 -26.7078 -2.6623
H -1.3715 -26.2664 -0.4640
H -2.6737 -27.0351 0.3780
C -9.5000 -23.6410 -1.5762
C -8.7623 -24.4781 -0.5495
C -9.0110 -25.9775 -0.5695
C -10.4107 -26.3763 -0.3545
N -11.5072 -26.6657 -0.1726
H -9.3801 -22.5706 -1.3997
H -10.5595 -23.9018 -1.6263
H -9.1165 -23.7833 -2.5934
H -9.0550 -24.0940 0.4345
H -7.6780 -24.3631 -0.6134
H -8.3557 -26.4700 0.1434
H -8.8299 -26.4037 -1.5611
C -7.4801 -20.7112 0.9019
C -6.1265 -20.1474 0.4884
C -5.2641 -21.1715 -0.2525
C -5.9168 -21.7503 -1.4241
N -6.4135 -22.2222 -2.3401
H -8.2232 -20.7654 0.1037
H -7.9154 -20.0279 1.6382
H -7.3631 -21.6900 1.3654
H -5.5521 -19.8301 1.3581
H -6.2748 -19.2748 -0.1500
H -4.9375 -22.0103 0.3689
H -4.3364 -20.7259 -0.6254
C -6.3135 -18.1730 -5.0679
C -6.0417 -19.6700 -4.8528
C -4.5800 -19.9770 -4.5341
C -4.0865 -19.3562 -3.3082
N -3.7333 -18.9325 -2.3011
H -7.3842 -17.9693 -5.0563
H -5.9373 -17.8708 -6.0470
H -5.8429 -17.5315 -4.3216
H -6.3527 -20.1837 -5.7630
H -6.6469 -20.0459 -4.0235
H -3.9505 -19.6681 -5.3726
H -4.3991 -21.0436 -4.3777
C -13.0495 -20.8500 0.4619
C -12.2832 -20.9543 -0.8445
C -11.0968 -19.9883 -0.9598
C -11.5589 -18.5896 -0.9947
N -11.9564 -17.5167 -1.0256
H -12.3550 -20.8657 1.3057
H -13.6847 -21.7301 0.5813
H -13.7226 -19.9960 0.5234
H -12.9370 -20.7292 -1.6902
H -11.8817 -21.9606 -0.9584
H -10.5324 -20.1447 -1.8808
H -10.4046 -20.0845 -0.1189
C -7.9494 -18.4276 -1.9138
C -8.2495 -17.6432 -0.6450
C -8.3139 -16.1397 -0.8896
C -6.9997 -15.5568 -1.1735
N -5.9743 -15.0940 -1.3818
H -7.0384 -18.0612 -2.3932
H -8.7630 -18.4445 -2.6378
H -7.6641 -19.4613 -1.6843
H -7.5420 -17.8656 0.1548
H -9.1983 -17.9668 -0.2148
H -8.7200 -15.5810 -0.0442
H -8.9499 -15.8847 -1.7416
C -1.1715 -20.8616 -1.5628
C -1.2753 -22.3914 -1.5573
C -2.2464 -22.9558 -2.5778
C -2.1434 -22.4459 -3.9470
N -2.0734 -22.0778 -5.0353
H -0.9536 -20.4932 -2.5657
H -0.3602 -20.5483 -0.9058
H -2.0926 -20.4091 -1.1974
H -1.5155 -22.6915 -0.5390
H -0.3001 -22.8379 -1.7729
H -3.3009 -22.7918 -2.3139
H -2.2155 -24.0478 -2.5933
C -6.8752 -24.4336 3.0750
C -5.3501 -24.4280 2.9782
C -4.6477 -24.6404 4.3187
C -5.0809 -25.8055 5.0937
N -5.3967 -26.7244 5.6860
H -7.2446 -23.9890 4.0005
H -7.3390 -25.4188 3.0196
H -7.2179 -23.8562 2.2167
H -5.0209 -23.4518 2.6170
H -4.9946 -25.1693 2.2627
H -4.8502 -23.7623 4.9425
H -3.5624 -24.6822 4.2069
C -2.5696 -20.1479 2.6827
C -2.0766 -21.4115 1.9768
C -1.9336 -22.5586 2.9598
C -1.3301 -23.7616 2.3584
N -0.8862 -24.7066 1.8934
H -1.7972 -19.7933 3.3728
H -3.4593 -20.3930 3.2623
H -2.7156 -19.3094 2.0045
H -1.1616 -21.2210 1.4123
H -2.7737 -21.6978 1.1806
H -2.8905 -22.8493 3.3936
H -1.2474 -22.2874 3.7683

Model y:
156
Properties=species:S:1:pos:R:3 method="wB97M-V/def2-TZVPD" e_homo_ev=-10.9 molar_mass_g_mol=898.39 multiplicity=1 orbital_gap_ev=10.94
C 3.0720 4.8887 1.0420
C 1.6905 4.2830 0.8149
C 0.5107 5.2702 0.9578
C 0.6909 6.4738 0.1369
N 0.7727 7.4202 -0.5085
H 3.1767 5.2116 2.0852
H 3.2091 5.8021 0.4613
H 3.8922 4.1974 0.8596
H 1.5194 3.4419 1.4854
H 1.6853 4.0148 -0.2418
H 0.4206 5.5812 1.9992
H -0.3977 4.8169 0.5607
C 2.6704 -3.2557 -0.2764
C 3.4137 -4.0667 -1.3303
C 4.8878 -3.5886 -1.4739
C 5.0483 -2.1590 -1.2485
N 5.1960 -1.0391 -1.0381
H 1.7066 -3.6508 0.0361
H 2.5228 -2.2233 -0.5912
H 3.3491 -3.1519 0.5760
H 2.9458 -3.9293 -2.3078
H 3.4767 -5.1447 -1.1868
H 5.3285 -3.7416 -2.4639
H 5.5606 -4.1390 -0.8139
C 2.8802 1.3332 4.6074
C 2.5532 0.0749 5.4288
C 3.4543 -1.1235 5.0543
C 3.5063 -1.4536 3.6295
N 3.5729 -1.7140 2.5150
H 2.2278 2.1646 4.8605
H 2.8213 1.0509 3.5537
H 3.9177 1.6412 4.7525
H 1.5318 -0.2634 5.2391
H 2.6636 0.3023 6.4877
H 3.2804 -1.9989 5.6767
H 4.4543 -0.7731 5.3357
C -5.4170 -1.0993 0.9977
C -4.3062 -0.0449 1.1533
C -3.9189 0.3297 2.5995
C -5.0890 0.9383 3.2554
N -6.0063 1.3689 3.7858
H -5.5869 -1.2946 -0.0540
H -6.2776 -0.5916 1.4412
H -5.1886 -1.9711 1.6060
H -4.4522 0.9017 0.6248
H -3.3453 -0.3485 0.7128
H -3.1040 1.0419 2.4789
H -3.6561 -0.5237 3.2242
C -2.0458 -5.9820 1.4582
C -1.3058 -5.5126 0.2107
C -1.3068 -3.9547 0.1154
C -2.5818 -3.4188 -0.3472
N -3.5905 -3.0320 -0.7389
H -2.3914 -7.0178 1.3970
H -2.9848 -5.4425 1.6007
H -1.4150 -5.9604 2.3454
H -1.8059 -5.9214 -0.6694
H -0.2818 -5.8734 0.1197
H -0.5256 -3.5382 -0.5235
H -1.0327 -3.5554 1.0945
C 0.1755 -4.6984 -3.1105
C 0.7861 -5.7197 -4.0666
C 0.4041 -7.1695 -3.7085
C 0.9580 -7.5684 -2.4002
N 1.3716 -7.8766 -1.3747
H 0.3730 -3.6882 -3.4550
H 0.6062 -4.7866 -2.1100
H -0.8897 -4.8782 -2.9393
H 1.8707 -5.6710 -3.9481
H 0.5440 -5.5455 -5.1132
H 0.7436 -7.9197 -4.4222
H -0.6838 -7.2466 -3.6471
C -0.2605 -2.7392 3.6215
C -0.0933 -2.7686 5.1569
C -1.0875 -1.9681 6.0199
C -1.4296 -0.6203 5.5856
N -1.6770 0.4246 5.1851
H -1.2254 -3.1811 3.3749
H 0.5776 -3.3342 3.2729
H -0.3596 -1.6867 3.3589
H 0.9431 -2.5736 5.4435
H -0.1969 -3.7746 5.5782
H -0.6894 -1.8825 7.0329
H -2.0317 -2.5146 6.0764
C -2.8185 3.4848 -0.1427
C -2.5595 2.4436 -1.2240
C -3.6227 2.4426 -2.3407
C -3.7406 3.7935 -2.9331
N -3.8626 4.8276 -3.4176
H -2.2070 3.2004 0.7110
H -3.8774 3.5594 0.1247
H -2.6721 4.5263 -0.4449
H -2.6026 1.4618 -0.7407
H -1.5180 2.5203 -1.5398
H -4.6123 2.1213 -2.0217
H -3.3074 1.7418 -3.1137
C 3.1623 1.0840 -2.6119
C 3.3254 0.8453 -4.1211
C 2.2982 -0.1790 -4.6583
C 2.8779 -1.5288 -4.5812
N 3.3202 -2.5797 -4.4773
H 2.5730 1.9737 -2.3917
H 4.1495 1.3625 -2.2349
H 2.8364 0.1819 -2.0997
H 4.3226 0.6718 -4.5113
H 2.9235 1.7342 -4.6234
H 2.2349 -0.0189 -5.7407
H 1.3036 -0.1078 -4.2288
C 0.1559 -0.5373 2.0562
C -0.2759 0.5474 1.1000
C 0.6092 0.5915 -0.1474
C 0.3574 -0.5676 -1.0342
N 0.2156 -1.4458 -1.7570
H 1.1895 -0.5019 2.4059
H -0.0795 -1.5140 1.6287
H -0.4199 -0.4845 2.9875
H -0.3472 1.5644 1.4943
H -1.2954 0.3719 0.7414
H 1.6469 0.6091 0.1918
H 0.4357 1.4339 -0.8226
C -0.6924 4.8005 6.2133
C 0.1215 3.5717 5.8377
C 0.0986 3.1680 4.3456
C -1.2595 3.0549 3.8062
N -2.2946 3.0096 3.3151
H -1.1816 4.7067 7.1778
H -1.4782 5.0330 5.4884
H -0.0649 5.6912 6.1299
H -0.2326 2.7009 6.3986
H 1.1668 3.6125 6.1511
H 0.7141 2.2723 4.2250
H 0.7223 3.8589 3.7693
C -0.8915 6.4578 -4.9070
C 0.5405 5.9611 -5.2660
C 1.3477 5.7612 -3.9792
C 0.9187 4.6610 -3.1399
N 0.5672 3.8246 -2.4376
H -0.9503 7.0147 -3.9755
H -1.6170 5.6425 -4.9203
H -1.2770 7.1077 -5.6971
H 0.9425 6.7750 -5.8712
H 0.5249 5.1135 -5.9479
H 1.3763 6.6442 -3.3372
H 2.3802 5.6177 -4.3153
C -1.5320 -0.0741 -4.3789
C -1.1802 -1.5182 -4.7614
C -2.4141 -2.4603 -4.6318
C -3.5459 -1.9809 -5.4166
N -4.4091 -1.6288 -6.0876
H -0.7132 0.5756 -4.6939
H -1.5332 0.0389 -3.2932
H -2.4817 0.1643 -4.8530
H -0.4474 -1.9417 -4.0798
H -0.8055 -1.5446 -5.7850
H -2.7365 -2.5213 -3.5894
H -2.1273 -3.4623 -4.9499

Which one sits at the top of the stability order? model w does.

Model w:
14
Properties=species:S:1:pos:R:3 method="wB97M-V/def2-TZVPD" e_homo_ev="-7.3 / -7.0" molar_mass_g_mol=163.01 multiplicity=1 orbital_gap_ev="7.64 / 7.58"
C -0.1251 0.7404 -0.7862
C 0.6352 1.9088 -0.5724
C -0.2169 -0.1675 0.1780
C 2.4292 1.0382 0.6932
C -1.0561 -1.4189 0.0566
O 1.7055 2.0088 0.2124
Br 2.6810 -0.5854 -0.0806
H -0.8107 0.4917 -1.6812
H 0.4893 2.8736 -1.0600
H 0.2041 0.1781 1.1001
H 3.1233 1.4853 1.3213
H -1.3317 -1.5085 -0.9472
H -2.0234 -1.5084 0.7037
H -0.4732 -2.2015 0.4838

Model x:
14
Properties=species:S:1:pos:R:3 method="wB97M-V/def2-TZVPD" e_homo_ev="-7.3 / -7.2" molar_mass_g_mol=163.01 multiplicity=1 orbital_gap_ev="7.68 / 7.78"
C -0.5260 0.0347 0.0194
C -0.7814 -1.4398 0.0626
C 0.1054 0.5164 -1.0551
C 0.1132 -1.8598 2.2394
C 0.3129 1.9748 -1.4485
O -0.5230 -2.0492 1.1476
Br 1.0486 -0.2781 2.7049
H -0.6478 0.7593 0.8183
H -0.7751 -1.9298 -0.9489
H 0.3427 -0.1814 -1.9079
H 0.4687 -2.5350 3.0132
H 1.0381 2.5288 -0.9012
H -0.7202 2.4713 -1.2903
H 0.5439 1.9878 -2.4534

Which one sits at the top of the stability order? model w does.